{"formula": "C26H72N4O10", "method": "ωB97M-V with the def2-TZVPD basis set", "elements": ["N", "C", "N", "O", "H", "H", "H", "H", "N", "C", "N", "O", "H", "H", "H", "H", "C", "C", "C", "O", "H", "H", "H", "H", "H", "H", "H", "H", "C", "C", "C", "O", "H", "H", "H", "H", "H", "H", "H", "H", "C", "C", "C", "O", "H", "H", "H", "H", "H", "H", "H", "H", "C", "C", "C", "O", "H", "H", "H", "H", "H", "H", "H", "H", "C", "C", "C", "O", "H", "H", "H", "H", "H", "H", "H", "H", "C", "C", "C", "O", "H", "H", "H", "H", "H", "H", "H", "H", "C", "C", "C", "O", "H", "H", "H", "H", "H", "H", "H", "H", "C", "C", "C", "O", "H", "H", "H", "H", "H", "H", "H", "H"], "positions_angstrom": [[3.07684, -1.24004, -1.32278], [4.21997, -0.73389, -0.94726], [3.97522, 0.13016, -0.01214], [5.22646, -1.01925, -1.54693], [2.89271, -1.63395, -2.23440], [2.21950, -1.12887, -0.80057], [4.65296, 0.75183, 0.40535], [2.98964, 0.23099, 0.18422], [1.53591, 2.39928, -4.64296], [1.54841, 1.11018, -4.64832], [1.08267, 0.58315, -3.58590], [1.87942, 0.42203, -5.55291], [1.30787, 2.97434, -3.84459], [1.98972, 2.76578, -5.46748], [0.76156, 1.17579, -2.83372], [1.01027, -0.42369, -3.61941], [0.75783, 4.16214, 0.03276], [1.38754, 3.81648, -1.31894], [2.62340, 2.97863, -1.20375], [0.44185, 3.11313, -1.98390], [0.40425, 3.31441, 0.61965], [-0.06019, 4.85297, -0.17143], [1.42883, 4.66011, 0.73269], [1.81452, 4.76216, -1.65281], [2.53679, 1.95474, -0.84010], [3.31133, 3.47258, -0.51755], [3.05596, 2.82200, -2.19191], [-0.28841, 3.71327, -2.15171], [2.16423, -3.20363, 1.47506], [1.64819, -3.01372, 2.89406], [0.30240, -3.57517, 3.08802], [2.47559, -3.80076, 3.79517], [1.60172, -2.59234, 0.76937], [2.01197, -4.23144, 1.14564], [3.18518, -2.85017, 1.33072], [1.65931, -1.95558, 3.15543], [0.23268, -4.65397, 2.94861], [-0.34748, -3.04844, 2.38923], [0.09314, -3.22193, 4.09773], [2.17375, -3.67337, 4.69753], [3.48901, 2.33113, 3.44044], [2.52746, 2.50734, 4.65409], [3.11491, 1.95094, 5.99299], [2.17000, 3.77070, 4.88022], [4.05491, 1.40814, 3.56671], [4.21005, 3.14461, 3.36000], [2.87581, 2.23063, 2.54491], [1.58565, 2.02942, 4.38447], [4.14615, 2.24315, 6.19114], [3.02838, 0.88259, 6.19108], [2.46792, 2.37142, 6.76286], [2.99076, 4.24840, 5.02083], [-2.18924, 2.21539, -4.40231], [-3.59105, 1.71896, -4.02736], [-3.47652, 0.52865, -3.07207], [-4.32014, 2.80883, -3.55218], [-2.27363, 3.01706, -5.13601], [-1.50746, 1.46822, -4.80853], [-1.75849, 2.71040, -3.53196], [-4.14459, 1.41421, -4.91551], [-2.64106, -0.14752, -3.25344], [-4.42365, 0.00229, -2.95371], [-3.22196, 0.87050, -2.06886], [-4.69791, 3.24484, -4.31950], [-1.77912, -5.81787, 0.23338], [-2.90265, -4.88054, -0.06118], [-2.49939, -3.42851, 0.03233], [-3.10140, -5.13583, -1.41622], [-1.61273, -5.64511, 1.29666], [-0.84462, -5.53782, -0.25280], [-1.98019, -6.88877, 0.20459], [-3.71511, -5.09734, 0.63237], [-2.21173, -3.12828, 1.03991], [-3.31481, -2.72466, -0.13441], [-1.64277, -3.17153, -0.59077], [-3.23042, -6.07871, -1.54247], [0.12580, 0.77304, 2.09074], [-0.05628, -0.08983, 0.80277], [-1.37438, 0.15246, 0.04253], [0.99056, 0.26205, -0.10720], [0.98814, 0.33580, 2.59403], [-0.79614, 0.65444, 2.66001], [0.41504, 1.80260, 1.87993], [0.12309, -1.14091, 1.02899], [-1.57469, -0.63116, -0.68817], [-1.66071, 1.13009, -0.34522], [-2.18050, 0.00092, 0.76038], [0.72673, 1.13847, -0.39683], [-0.58596, -2.35629, -4.27381], [0.28930, -2.85829, -3.19787], [0.16538, -4.37265, -3.06586], [1.53290, -2.46427, -3.66645], [-1.04261, -1.42522, -3.93814], [-1.35061, -3.10402, -4.48431], [-0.11617, -2.27733, -5.25419], [0.11871, -2.45149, -2.20111], [-0.85308, -4.71723, -2.88669], [0.87672, -4.60264, -2.27264], [0.48047, -4.94255, -3.93995], [1.82783, -3.04915, -4.36825], [-3.94934, 3.89988, 3.29655], [-2.95209, 2.74270, 3.21453], [-3.22318, 1.78999, 4.35073], [-3.16839, 1.95180, 2.10165], [-3.79409, 4.71076, 2.58488], [-3.90815, 4.28997, 4.31353], [-4.97532, 3.57750, 3.11896], [-1.90114, 3.03183, 3.21716], [-4.17698, 1.26319, 4.37969], [-3.09810, 2.31514, 5.29766], [-2.37396, 1.10679, 4.36359], [-4.11270, 1.95259, 1.92879]], "forces_ev_per_angstrom": [[-4.468, -2.917, -1.635], [0.824, -0.991, -2.596], [0.375, 3.075, 3.900], [2.275, 0.281, 0.022], [0.717, -0.194, 0.050], [0.409, 0.344, -0.187], [-0.067, -0.429, -0.161], [0.367, 0.548, 0.449], [0.843, 5.040, -1.495], [-0.273, -0.735, -0.214], [-2.098, -2.281, 4.810], [1.679, -1.882, -4.031], [0.086, -0.271, -0.306], [-0.166, 0.531, 0.349], [-0.066, -0.626, 0.053], [0.090, 0.190, 0.504], [0.424, 0.523, 0.617], [1.953, 0.333, 3.928], [0.723, -0.801, 0.047], [-1.451, -0.464, -2.406], [-0.259, -0.223, -0.519], [-0.268, -0.037, 0.257], [0.258, 0.305, -0.237], [-0.855, 0.344, -1.280], [-0.572, 0.189, 0.179], [0.274, 0.069, -0.297], [0.352, 0.343, -0.016], [-0.523, -0.180, -0.151], [-0.010, 0.377, -0.027], [1.562, -1.405, -0.257], [-1.144, 1.159, -0.098], [0.755, 0.667, -0.617], [-0.328, 0.065, 0.127], [0.375, -0.102, 0.108], [0.148, -0.414, 0.210], [0.150, 0.160, 0.141], [0.140, 0.157, 0.141], [-0.566, -0.186, 0.090], [-0.927, -0.625, 0.167], [-0.110, 0.086, 0.040], [-0.597, -0.470, 0.729], [1.474, -3.463, -0.132], [-0.964, -0.240, -0.011], [-0.546, 3.629, 0.011], [0.009, -0.076, -0.103], [-0.105, 0.144, -0.044], [0.278, 0.271, -0.244], [0.061, -0.612, 0.261], [0.037, 0.181, -0.221], [0.186, -0.222, -0.623], [0.185, 0.252, 0.165], [-0.048, 0.583, 0.143], [-0.267, 0.434, -0.307], [1.377, -1.026, -1.184], [-0.433, 0.680, 1.038], [-0.735, 0.597, 1.273], [-0.045, -0.010, -0.228], [-0.072, -0.107, 0.193], [0.152, -0.312, 0.215], [0.390, -0.586, -0.331], [-0.301, -0.037, -0.766], [0.097, -0.204, -0.218], [-0.159, 0.467, 0.169], [-0.036, 0.106, 0.135], [1.138, 0.426, 2.951], [1.473, -0.384, -0.565], [0.014, 0.828, 0.952], [-1.937, 0.450, -1.844], [0.598, -0.240, 0.458], [-0.199, -0.181, -0.356], [-0.284, 0.076, -0.620], [-0.607, 0.018, -0.343], [0.197, -0.461, 0.319], [-0.187, -0.247, -0.644], [-0.130, -0.208, -0.314], [-0.052, -0.040, -0.027], [-0.043, -1.496, -0.815], [-0.157, 1.901, -0.585], [-1.111, -1.358, 1.457], [0.187, -0.096, 0.172], [-0.106, 0.012, 0.420], [0.229, 0.417, 0.360], [-0.529, -0.001, -0.085], [-0.465, 0.005, 0.061], [0.418, 0.175, -0.385], [0.989, 0.251, -0.110], [-0.165, -0.103, 0.263], [0.261, 0.282, -0.443], [-2.831, -0.015, -0.485], [-0.403, -1.680, -1.286], [0.724, -0.046, 0.463], [2.806, 0.383, 1.284], [-0.163, 0.137, -0.692], [-0.693, 0.280, 0.268], [0.458, 0.490, 0.358], [0.028, 0.471, -0.105], [0.052, 0.237, 0.554], [-0.290, -0.702, 0.263], [0.223, 0.364, -0.391], [-0.027, 0.022, -0.113], [0.478, 0.463, 0.050], [-1.753, -0.181, 1.009], [1.588, 0.391, 1.840], [0.217, -0.354, -2.497], [0.344, -0.006, 0.003], [-0.081, 0.280, -0.092], [-0.044, -0.424, 0.109], [-0.089, 0.316, 0.011], [0.032, 0.166, -0.477], [-0.260, 0.089, 0.302], [-0.335, -0.593, -0.080], [-0.078, -0.117, -0.150]], "energy_ev": -54562.7993, "smiles": "NC(N)=O.NC(N)=O.CC(C)O.CC(C)O.CC(C)O.CC(C)O.CC(C)O.CC(C)O.CC(C)O.CC(C)O", "e_above_lowest_kcal_mol": 81.4, "homo_lumo_gap_ev": 9.0, "homo_energy_ev": -8.68}

***

{"formula": "C26H72N6O8", "method": "ωB97M-V with the def2-TZVPD basis set", "elements": ["C", "C", "C", "O", "C", "N", "H", "H", "H", "H", "H", "H", "H", "H", "H", "H", "H", "C", "C", "C", "O", "C", "N", "H", "H", "H", "H", "H", "H", "H", "H", "H", "H", "H", "C", "C", "C", "O", "C", "N", "H", "H", "H", "H", "H", "H", "H", "H", "H", "H", "H", "C", "C", "C", "O", "C", "N", "H", "H", "H", "H", "H", "H", "H", "H", "H", "H", "H", "C", "C", "C", "O", "C", "N", "H", "H", "H", "H", "H", "H", "H", "H", "H", "H", "H", "C", "C", "C", "O", "C", "N", "H", "H", "H", "H", "H", "H", "H", "H", "H", "H", "H", "C", "C", "O", "O", "H", "H", "H", "H", "H", "H"], "positions_angstrom": [[-2.13750, 4.30353, -0.20840], [-3.18154, 3.76819, -1.20421], [-2.52339, 3.01361, -2.29251], [-1.56284, 3.83699, -2.97256], [-0.74055, 2.96910, -3.77365], [-4.22529, 3.00890, -0.42102], [-2.74009, 4.53039, 0.67110], [-1.66087, 5.23832, -0.50350], [-1.40773, 3.52516, 0.01446], [-3.47862, 4.68616, -1.71133], [-3.24719, 2.62144, -3.00695], [-2.08831, 2.12292, -1.83923], [0.15583, 3.54882, -3.99395], [-1.08460, 2.65360, -4.75864], [-0.23200, 2.14790, -3.26858], [-3.94565, 2.04594, -0.30016], [-4.27099, 3.35150, 0.52800], [5.48310, 2.86378, -1.15508], [5.28647, 2.75401, 0.39108], [4.31180, 3.69377, 0.97663], [3.03580, 3.41321, 0.37840], [1.99126, 4.32604, 0.82278], [5.00252, 1.37692, 0.77162], [6.11288, 2.02149, -1.44149], [5.80621, 3.81962, -1.56745], [4.51236, 2.61427, -1.58346], [6.18933, 2.85637, 0.99313], [4.59400, 4.71165, 0.70760], [4.29627, 3.71391, 2.06633], [1.89220, 4.36640, 1.90752], [1.07488, 4.02879, 0.31291], [2.21304, 5.28742, 0.35947], [4.66971, 1.37700, 1.72522], [4.32599, 0.95559, 0.15123], [1.47890, -1.96204, -3.92137], [0.15185, -1.65604, -4.59639], [-0.22899, -2.75816, -5.62374], [0.56282, -2.74874, -6.83579], [0.76080, -4.09076, -7.27629], [-0.86906, -1.49684, -3.56501], [2.34844, -2.16918, -4.54514], [1.40519, -2.86565, -3.31626], [1.80504, -1.13724, -3.28778], [0.23708, -0.69646, -5.10633], [-1.26802, -2.56415, -5.88995], [-0.13572, -3.68271, -5.05400], [1.59975, -4.13823, -7.97056], [-0.06048, -4.41255, -7.91663], [1.02768, -4.83511, -6.52607], [-0.71323, -0.55296, -3.24110], [-0.44656, -2.05004, -2.83319], [-2.66984, -2.42390, 0.28741], [-2.81411, -1.05214, -0.49215], [-4.31069, -0.77507, -0.58143], [-4.30018, 0.28207, -1.54277], [-5.69724, 0.61034, -1.72132], [-2.14346, 0.03852, 0.21963], [-1.72643, -2.46931, 0.83149], [-2.48703, -3.08157, -0.56238], [-3.60050, -2.72640, 0.76747], [-2.38403, -1.24503, -1.47496], [-4.64260, -0.37851, 0.37809], [-4.86488, -1.65279, -0.91396], [-6.13908, 0.96774, -0.79119], [-6.27050, -0.26420, -2.02897], [-5.75521, 1.42363, -2.44472], [-2.52102, 0.02575, 1.15632], [-2.38367, 0.99350, -0.00488], [-2.61727, 1.39027, 7.71131], [-2.81194, -0.09414, 7.57066], [-1.67972, -0.87697, 6.92768], [-1.52672, -0.31036, 5.58870], [-0.29618, -0.55093, 4.97992], [-3.25391, -0.84183, 8.75356], [-2.23262, 1.77567, 8.65557], [-3.62617, 1.79503, 7.63132], [-2.08934, 1.98236, 6.96377], [-3.74217, -0.14465, 7.00477], [-1.75781, -1.96212, 6.86091], [-0.79865, -0.66832, 7.53454], [-0.09865, -0.32196, 3.93271], [-0.02651, -1.58585, 5.19044], [0.51990, -0.02379, 5.47412], [-3.40557, -0.11872, 9.44220], [-2.42357, -1.30688, 9.09172], [1.16097, 0.92755, -1.50414], [1.71185, -0.35012, -0.85590], [2.14081, -0.18186, 0.64554], [2.91693, -1.24104, 1.09818], [3.18658, -1.31941, 2.49861], [0.60493, -1.25740, -0.80016], [0.30067, 1.43227, -1.06454], [0.99423, 0.66483, -2.54878], [1.93939, 1.68941, -1.54567], [2.55236, -0.69686, -1.45708], [1.27000, 0.10634, 1.23437], [2.77503, 0.70452, 0.65968], [3.80442, -0.48572, 2.83228], [3.63981, -2.28517, 2.72223], [2.29629, -1.28082, 3.12630], [0.96838, -1.88706, -0.09906], [-0.13861, -0.84472, -0.25523], [1.91533, -4.35287, -0.69117], [2.94826, -5.35629, -0.73514], [3.92517, -5.00799, 0.17907], [1.42122, -4.16592, 0.60530], [1.10508, -4.64278, -1.36016], [2.28849, -3.44525, -1.16560], [3.33327, -5.34356, -1.75480], [2.55625, -6.36382, -0.59617], [3.69354, -4.09110, 0.34418], [1.18423, -5.07061, 0.82205]], "forces_ev_per_angstrom": [[-0.546, 0.006, 0.116], [0.412, 1.260, 1.487], [-0.294, -0.862, -0.575], [0.022, -2.206, 0.042], [1.701, 1.540, -0.164], [0.550, 0.554, -1.222], [0.502, 0.124, 0.352], [0.200, -0.249, -0.228], [0.216, 0.037, 0.241], [-1.396, -0.051, 0.226], [-0.204, 0.062, -0.192], [0.699, -0.258, -0.084], [-0.083, 0.536, -0.276], [-0.874, -0.043, 0.255], [-0.982, -0.369, 0.522], [-0.029, -0.231, -0.542], [-0.064, 0.496, -0.063], [-0.608, -1.018, 1.185], [1.459, -0.619, -0.003], [-1.360, 1.408, -1.004], [-0.610, 0.233, 1.217], [0.873, -0.411, -1.473], [-0.303, -0.467, -0.627], [0.422, 0.363, -0.141], [0.150, -0.130, 0.370], [-0.198, 0.255, -0.168], [0.638, 0.954, -0.605], [0.113, 0.310, -0.147], [-0.243, -0.547, 0.260], [0.007, 0.015, -0.055], [-0.082, -0.370, 0.388], [0.108, 0.412, 0.553], [-0.111, -0.326, 0.118], [0.077, -0.139, 0.017], [1.012, -0.156, -0.068], [0.930, 0.046, -1.588], [-0.087, 1.190, 0.029], [0.002, -0.887, 1.891], [0.523, 0.114, -1.465], [0.677, -0.205, -0.081], [-0.290, 0.141, -0.633], [-0.295, -0.085, 0.287], [-0.197, -0.035, 0.018], [0.021, -0.034, -0.356], [-0.167, -0.316, 0.016], [-0.094, -0.431, -0.365], [0.253, 0.560, 0.044], [-0.469, -0.231, 0.457], [-0.446, 0.250, 0.479], [-0.620, 0.436, 0.264], [-0.749, -0.488, 0.919], [0.742, 0.953, -1.980], [-0.755, -1.410, 1.705], [2.416, 0.887, -1.346], [-2.497, -0.494, 0.295], [0.417, 0.697, -0.371], [0.812, -0.277, 0.832], [-0.416, -0.002, 0.703], [-0.313, -0.675, 0.254], [0.473, 0.063, 0.510], [-0.142, 0.644, -0.108], [-0.389, -0.298, 0.236], [-0.253, 0.081, -0.033], [0.106, 0.105, 0.156], [0.112, -0.057, -0.312], [-0.094, -0.211, -0.026], [0.299, -0.450, 0.650], [-0.074, -0.013, -1.198], [-0.415, 1.535, 0.546], [-1.258, -1.383, -1.153], [0.430, 1.536, -1.359], [-0.546, 0.219, -0.074], [1.497, -0.940, 1.554], [0.947, 0.699, 0.634], [0.201, -0.479, 0.333], [-0.088, 0.276, 0.292], [0.313, -0.803, -0.443], [0.490, -0.286, -1.120], [-0.584, -0.044, 0.031], [0.485, 0.098, -0.036], [-1.319, 0.054, -0.224], [0.109, -0.494, -0.570], [0.091, 0.537, 0.425], [-0.447, -0.118, 0.600], [0.105, -0.407, 0.521], [1.631, 0.462, -0.230], [-1.023, 2.030, -0.934], [0.519, 0.066, 0.115], [-0.546, -0.327, -0.265], [-0.415, 0.033, 0.525], [1.919, -0.416, 2.253], [-0.192, -0.621, 0.216], [-0.374, 0.086, 0.059], [0.157, 0.093, 0.091], [0.051, -0.373, 0.358], [-0.233, -0.436, 0.493], [-0.031, 0.787, -0.453], [0.336, -0.095, -0.208], [0.251, 0.223, -0.376], [-0.482, 0.050, -0.303], [-0.322, -2.234, -0.330], [-1.890, 0.855, -0.510], [-1.996, 0.751, -1.631], [0.920, -1.325, -1.307], [0.768, -0.015, 0.539], [-0.236, 0.528, 0.168], [-0.325, -0.152, -0.219], [0.163, 0.542, 0.659], [0.263, -0.208, -0.314], [0.076, -0.178, 0.492], [0.709, 0.226, 0.704], [-0.320, -0.037, 0.855]], "multiplicity": 2, "energy_ev": -53434.2886, "charge": 1, "s2": 0.756, "e_above_lowest_kcal_mol": 0.0, "homo_lumo_gap_ev": [9.3, 3.4], "homo_energy_ev": [-11.26, -11.26]}

***

Number 1: F_max 5.72 eV/Å. Number 2: F_max 2.99 eV/Å.